Entry 1:
The molecule C18H24FNO2. Source: the Open Molecules 2025 dataset; level of theory: ωB97M-V/def2-TZVPD.

Geometry as XYZ:
```
46
Properties=species:S:1:pos:R:3:forces:R:3:mulliken_charge:R:1
C -3.3326 0.7734 2.2581 0.1 -0.1 -0.3 -1.829
H -2.9754 -0.1905 2.6071 0.0 -0.1 0.1 0.381
H -4.3878 0.6743 2.0115 -0.1 0.0 0.0 0.466
H -3.2373 1.4956 3.0666 0.0 0.1 0.1 0.353
C -2.5476 1.2359 1.0323 -0.1 0.4 0.4 0.793
C -3.1958 2.4936 0.4465 0.0 -0.3 -0.3 -1.036
C -2.4552 2.9921 -0.7894 0.0 0.2 0.3 -0.588
C -0.9885 3.2580 -0.4628 0.0 -0.2 -0.1 -1.195
H -0.9243 4.0709 0.2625 0.0 0.1 0.0 0.406
H -0.4501 3.5670 -1.3613 0.1 0.0 0.0 0.393
C -0.3119 2.0207 0.1358 0.1 0.5 0.3 -0.746
N -0.1637 0.9971 -0.8783 -0.6 0.1 0.1 0.275
C 1.0192 0.4533 -1.2147 0.1 -0.2 -0.6 0.525
O 2.0626 0.7048 -0.6469 0.3 0.1 0.1 -0.695
C 0.9555 -0.5068 -2.4028 0.2 0.0 0.1 -0.967
H 0.5300 0.0125 -3.2644 0.0 0.0 0.0 0.449
H 1.9837 -0.7831 -2.6367 -0.1 0.1 0.0 0.436
C 0.1225 -1.7573 -2.0914 -0.2 0.1 0.1 -1.108
C 0.4486 -2.2894 -0.7087 -0.3 -0.1 -0.3 0.577
O -0.4121 -2.3884 0.1382 0.0 -0.1 0.0 -0.615
C 1.8655 -2.6094 -0.4256 0.3 -0.2 0.4 0.307
C 2.7576 -3.0466 -1.4032 -0.2 0.1 0.2 -0.037
C 4.0742 -3.3096 -1.0801 0.2 0.0 0.1 -0.814
C 4.4937 -3.1182 0.2254 -0.2 0.0 -0.1 0.404
C 3.6292 -2.6930 1.2188 0.2 -0.1 0.0 -0.692
C 2.3124 -2.4501 0.8864 0.0 0.0 -0.2 -0.380
H 1.6103 -2.1171 1.6348 -0.1 0.0 0.1 0.467
H 3.9917 -2.5577 2.2252 0.1 0.0 0.1 0.441
F 5.7794 -3.3663 0.5366 -0.1 0.0 0.0 -0.328
H 4.7771 -3.6546 -1.8220 0.1 0.0 0.0 0.441
H 2.4252 -3.2128 -2.4165 0.0 0.0 -0.1 0.378
H -0.9461 -1.5320 -2.1131 0.1 -0.1 0.0 0.477
H 0.3175 -2.5275 -2.8401 0.0 0.0 0.0 0.469
H -0.9974 0.7161 -1.3669 0.1 -0.1 -0.1 0.282
H 0.7118 2.2732 0.4349 -0.2 0.0 0.0 0.578
C -1.0781 1.5224 1.3754 0.2 -0.3 -0.3 0.394
C -0.3705 0.3124 1.9832 -0.1 0.2 0.0 -2.008
H 0.7055 0.4740 1.9820 0.1 0.0 0.0 0.520
H -0.6906 0.1505 3.0088 0.0 -0.1 0.1 0.556
H -0.5836 -0.5865 1.4103 0.0 -0.1 0.0 0.261
H -1.0541 2.3413 2.1040 -0.1 0.1 0.0 0.535
H -2.5358 2.2516 -1.5892 -0.1 0.0 -0.1 0.311
H -2.9194 3.9111 -1.1535 0.0 -0.1 -0.1 0.372
H -4.2366 2.2829 0.1900 -0.1 0.0 0.1 0.360
H -3.1944 3.2785 1.2067 0.0 0.1 0.1 0.309
H -2.5844 0.4338 0.2867 0.0 -0.1 -0.1 0.124
```
Positions in Å, forces in eV/Å.

Calculated values
Relative energy (zero: lowest compared OMol25 entry of this formula, charge and spin) in kJ/mol: 14.0
Largest force on an atom in hartree/bohr: 0.013
SMILES: C[C@H]1[C@@H](NC(=O)CCC(=O)c2ccc(F)cc2)CCC[C@@H]1C
Calculated total energy in eV: -27359.4532
LUMO in eV: 0.3
HOMO level in Eh: -0.3422
Total charge: 0

***

Entry 2:
A structure of composition C18H24IrN4O3 in a non-equilibrium geometry. Source: the Open Molecules 2025 dataset; level of theory: ωB97M-V/def2-TZVPD.

Geometry as XYZ:
```
50
Properties=species:S:1:pos:R:3:forces:R:3:mulliken_charge:R:1
N 0.0992 2.2431 -0.1862 0.2 1.7 -1.3 -0.642
C 0.1568 3.3985 -0.2043 0.0 -0.2 0.0 0.433
C 0.2298 4.8635 -0.2258 -0.1 -0.5 0.1 -1.106
H -0.7756 5.2767 -0.2969 -0.1 0.0 0.0 0.345
H 0.8164 5.1872 -1.0847 0.1 0.0 0.0 0.374
H 0.7024 5.2177 0.6897 0.1 0.0 0.0 0.370
N 1.8363 -1.1966 -0.5212 0.3 -0.2 -0.6 -0.605
C 2.7927 -1.8194 -0.7116 0.2 -0.1 0.0 0.482
C 4.0057 -2.6087 -0.9515 -0.5 0.3 0.1 -1.084
H 4.6091 -2.1258 -1.7191 0.0 0.1 -0.1 0.353
H 3.7296 -3.6090 -1.2831 -0.1 -0.1 0.0 0.353
H 4.5815 -2.6796 -0.0292 0.0 0.0 0.1 0.375
N -2.0119 -0.9968 -0.1853 -1.4 -0.8 -1.3 -0.667
C -3.0460 -1.5152 -0.2036 0.2 0.1 0.0 0.409
C -4.3570 -2.1726 -0.2255 0.4 0.2 0.1 -1.035
H -4.3636 -2.9942 0.4900 0.0 -0.1 0.0 0.356
H -4.5544 -2.5601 -1.2243 0.0 0.0 -0.1 0.365
H -5.1291 -1.4527 0.0432 0.0 0.1 0.0 0.338
Ir 0.0000 0.0000 0.0000 0.5 -0.4 -0.4 4.002
C 0.0287 -1.7237 1.3536 -0.3 -4.1 2.8 0.154
O 0.0450 -2.6120 2.0683 0.0 2.3 -2.0 -0.127
C 1.5885 0.6705 1.3532 3.6 1.9 2.9 0.162
O 2.4069 1.0160 2.0681 -2.1 -0.9 -2.1 -0.126
C 0.4615 1.3126 -3.3354 0.9 3.0 -0.1 -0.303
C -0.8995 1.3801 -3.2158 -2.6 1.5 0.2 -0.344
C -1.6273 0.2574 -3.2172 -2.4 1.4 0.2 -0.376
C -1.0104 -0.9581 -3.3343 -2.9 -1.7 -0.1 -0.291
C 0.3209 -1.0236 -3.4517 4.3 -0.7 -0.4 -0.361
C 1.0653 0.1241 -3.4506 2.4 -3.4 -0.4 -0.383
H 1.0553 2.2132 -3.3601 0.1 0.2 0.0 0.493
H -1.3976 2.3346 -3.1444 0.0 0.2 0.0 0.510
H -2.7020 0.3228 -3.1468 -0.1 -0.1 0.0 0.508
H -1.5900 -1.8678 -3.3576 -0.2 -0.2 0.0 0.495
H 0.7957 -1.9855 -3.5684 0.2 -0.1 -0.1 0.514
H 2.1373 0.0835 -3.5663 0.1 -0.1 -0.1 0.510
C -1.9939 1.2912 4.8278 -0.9 0.6 1.2 -1.178
N -1.2926 0.8375 3.6287 -0.9 0.6 -3.4 0.311
C -0.1076 0.0653 3.9436 0.2 -0.1 1.4 -0.938
C -1.7940 1.1675 2.3601 -1.0 0.6 4.8 0.564
C -3.0606 1.9934 2.2342 -0.5 0.3 0.5 -1.120
O -1.3350 0.8700 1.2348 1.1 -0.7 0.7 -1.127
H -1.4904 0.9606 5.7660 -0.1 0.1 -1.0 0.409
H -3.0196 0.8672 4.8557 0.6 0.4 0.0 0.424
H -2.0211 2.4009 4.8602 -0.1 -0.7 0.0 0.424
H -0.3866 -0.8341 4.5344 0.1 0.6 -0.2 0.384
H 0.4286 -0.2787 3.1080 0.4 -0.2 -1.1 -0.010
H 0.5994 0.6817 4.5408 -0.6 -0.3 -0.2 0.383
H -2.8304 2.9221 1.6716 -0.1 -0.6 0.2 0.290
H -3.8167 1.4097 1.6685 0.5 0.3 0.2 0.285
H -3.5375 2.3028 3.1811 0.4 -0.3 -0.5 0.446
```
Positions in Å, forces in eV/Å.

Calculated values
Largest force on an atom in hartree/bohr: 0.097
2S+1: 6
Calculated total energy in eV: -33946.2774
LUMO (spin up / spin down) in eV: -12.6 / -16.9
HOMO level (spin up / spin down) in Eh: -0.8166 / -0.7943
Total charge: +4

***

Entry 3:
A structure of composition C18H24KN3O4S3. Source: the Open Molecules 2025 dataset; level of theory: ωB97M-V/def2-TZVPD.

Geometry as XYZ:
```
53
Properties=species:S:1:pos:R:3:forces:R:3:mulliken_charge:R:1
K -0.3530 -0.3701 -0.1246 -0.7 0.0 -0.1 0.995
C 1.1080 0.5806 -3.2262 0.0 -0.1 0.1 -0.833
O 0.6173 -0.5144 -2.4730 0.4 0.2 -0.3 -0.217
C 1.6163 -1.4835 -2.1544 0.0 0.1 0.0 -0.322
C 2.7067 -0.9843 -1.2139 0.1 0.0 0.1 -0.467
O 2.2103 -0.3551 -0.0266 0.1 -0.3 0.1 -0.322
C 2.5358 -0.9487 1.2397 0.1 0.2 -0.1 -0.661
C 1.3884 -1.6717 1.9103 0.0 -0.1 0.0 -0.109
O 0.3808 -0.7364 2.2979 0.0 -0.3 0.4 -0.384
C -0.7249 -1.3890 2.9340 0.2 0.1 -0.1 -0.720
H 1.6339 0.2380 -4.1239 0.0 0.0 0.0 0.314
H 1.7908 1.2098 -2.6445 0.0 0.0 0.0 0.277
H 0.2510 1.1801 -3.5279 0.0 0.0 0.0 0.256
H 2.1283 -1.7977 -3.0732 -0.1 -0.1 0.0 0.424
H 1.0906 -2.3397 -1.7263 0.0 0.0 0.0 -0.165
H 3.3408 -0.2513 -1.7210 0.0 0.0 0.0 0.367
H 3.3246 -1.8520 -0.9669 0.0 0.0 0.0 0.381
H 2.8634 -0.1340 1.8909 0.0 0.0 0.0 0.313
H 3.3627 -1.6537 1.1251 0.0 0.0 0.0 0.411
H 1.7926 -2.1820 2.7937 0.0 0.0 0.0 0.541
H 0.9719 -2.4462 1.2519 0.0 0.0 0.0 -0.171
H -0.4145 -1.8460 3.8786 0.1 0.0 0.0 0.337
H -1.1526 -2.1634 2.2889 0.0 0.0 0.0 0.280
H -1.4755 -0.6273 3.1403 0.0 0.0 0.0 0.240
N -4.3902 2.2397 0.0297 -0.1 0.1 0.0 0.034
C -5.1351 1.0737 0.0178 0.0 0.1 0.0 0.452
C -6.5062 0.8333 0.0076 0.0 0.0 0.0 -1.247
C -6.8957 -0.4905 -0.0076 0.0 -0.1 0.0 -0.350
C -5.9558 -1.5377 -0.0131 0.0 0.1 0.0 -0.711
C -4.5986 -1.2895 -0.0034 0.1 0.0 0.0 -0.482
C -4.1915 0.0463 0.0126 0.4 0.0 0.0 0.355
N -2.9010 0.5858 0.0208 -0.4 0.1 0.0 0.044
C -3.0725 1.8811 0.0314 0.2 -0.1 0.0 0.152
C -1.9791 2.8693 0.0480 0.1 -0.4 0.0 -0.334
C -2.1184 4.2193 0.1153 -0.1 0.1 0.0 -0.373
S -0.5898 4.9684 0.1260 0.1 0.1 0.0 -0.145
C 0.1523 3.4288 0.0417 -0.2 -0.2 0.0 -0.326
N -0.6696 2.4249 0.0080 -0.2 0.2 0.0 0.228
H -4.7559 3.1740 0.0270 0.0 0.0 0.0 0.201
H -7.2332 1.6351 0.0108 0.0 0.0 0.0 0.380
H -7.9514 -0.7288 -0.0167 0.0 0.0 0.0 0.373
H -6.3090 -2.5602 -0.0287 0.0 0.0 0.0 0.433
H -3.8683 -2.0912 -0.0140 0.0 0.0 0.0 0.410
H -3.0210 4.8071 0.1650 0.0 0.0 0.0 0.328
H 1.2281 3.3201 0.0276 0.0 0.0 0.0 0.464
C -0.2627 -7.0175 0.3940 -0.1 0.0 0.0 -0.774
O -0.9310 -5.7742 0.1954 0.1 0.1 0.1 -0.331
C -0.2140 -4.6836 -0.1428 -0.1 -0.2 -0.4 0.234
S 1.4500 -4.8067 -0.3554 0.0 0.3 0.2 -0.404
S -1.2016 -3.3232 -0.4334 0.1 -0.1 0.2 -0.267
H -1.0526 -7.7182 0.6539 0.0 0.0 0.0 0.216
H 0.4697 -6.9496 1.1971 0.0 0.0 0.0 0.332
H 0.2483 -7.3361 -0.5134 0.0 0.0 0.0 0.341
```
Positions in Å, forces in eV/Å.

Calculated values
Relative energy (zero: lowest compared OMol25 entry of this formula, charge and spin) in kJ/mol: 0.0
Largest force on an atom in hartree/bohr: 0.014
Calculated total energy in eV: -80546.9388
LUMO in eV: -0.1
HOMO level in Eh: -0.2460
Total charge: 0

***

Entry 4:
A structure of composition C18H24MgN5O4S. Source: the Open Molecules 2025 dataset; level of theory: ωB97M-V/def2-TZVPD.

Geometry as XYZ:
```
53
Properties=species:S:1:pos:R:3:forces:R:3:mulliken_charge:R:1
Mg -0.4598 0.5114 -0.1674 0.1 0.1 -0.1 0.697
C 2.2570 2.1586 -2.5828 0.0 0.0 0.0 -1.201
C 2.4919 1.2999 -1.3942 -0.1 -0.1 -0.1 0.180
N 1.5927 0.5363 -0.7962 0.0 0.1 0.1 -0.478
C 2.2442 -0.0996 0.2398 0.0 -0.1 0.1 0.570
C 3.5489 0.2961 0.2675 0.0 -0.1 0.1 0.215
N 3.6807 1.1706 -0.7773 0.0 0.1 0.0 -0.001
C 4.7101 0.0776 1.1745 0.0 0.0 -0.1 0.366
O 4.5525 -0.7976 2.1419 0.0 0.0 0.0 -0.572
O 5.7110 0.7279 0.9999 0.0 0.0 0.0 -0.612
C 1.4758 -0.9677 1.1822 0.0 -0.1 0.0 0.831
O 2.0759 -1.6063 2.0493 0.0 0.0 -0.1 -0.787
O 0.2043 -0.9393 1.0212 0.0 -0.1 0.0 -0.390
H 1.1879 2.2546 -2.7561 0.0 0.0 0.0 0.165
H 2.7113 1.7180 -3.4710 0.0 0.0 0.0 0.339
H 2.6806 3.1521 -2.4399 0.0 0.0 0.0 0.382
H 4.5529 1.6301 -1.0000 0.0 0.0 0.0 0.243
H 3.6429 -1.2206 2.1096 0.0 0.0 0.0 0.385
C -3.5875 -3.7254 -1.3330 0.0 0.0 0.0 -0.897
N -2.5749 -3.0284 -0.4943 0.0 0.0 0.0 -0.035
C -1.2661 -2.9432 -1.2032 0.0 0.0 0.0 -0.673
C -3.0666 -1.6681 0.0175 0.0 0.0 0.0 -1.290
C -3.2412 -0.6485 -1.0716 0.0 0.0 0.0 1.469
C -4.4581 -0.6290 -1.7571 0.0 0.0 0.0 -0.603
C -4.6646 0.2683 -2.7910 0.0 0.0 0.0 -0.650
C -3.6507 1.1542 -3.1240 0.0 0.0 0.0 -0.858
C -2.4600 1.1474 -2.4086 0.0 0.0 0.0 -0.290
C -2.2022 0.2590 -1.3540 0.0 -0.1 0.0 -0.631
H -3.2163 -4.7176 -1.5766 0.0 0.0 0.0 0.336
H -3.7357 -3.1464 -2.2397 0.0 0.0 0.0 0.447
H -4.5206 -3.7978 -0.7803 0.0 0.0 0.0 0.346
H -2.4235 -3.5934 0.3407 0.0 0.0 0.0 0.325
H -1.3929 -2.3045 -2.0726 0.0 0.0 0.0 0.367
H -0.9731 -3.9469 -1.5013 0.0 0.0 0.0 0.405
H -0.5337 -2.5163 -0.5227 0.0 0.0 0.0 0.070
H -2.3199 -1.3660 0.7510 0.0 0.0 0.0 0.360
H -4.0005 -1.8900 0.5347 0.0 0.0 0.0 0.549
H -5.2604 -1.3014 -1.4694 0.0 0.0 0.0 0.451
H -5.6089 0.2870 -3.3184 0.0 0.0 0.0 0.402
H -3.7987 1.8655 -3.9270 0.0 0.0 0.0 0.405
H -1.7123 1.8865 -2.6849 0.0 0.0 0.0 0.361
S -0.4437 2.5624 1.2579 0.0 0.0 0.0 -0.563
C 0.8353 2.2456 2.3450 0.0 0.0 0.0 0.110
N 0.9810 1.1648 3.1050 0.0 0.0 0.0 0.091
C 2.1207 1.2672 4.0189 0.0 0.0 0.0 -0.407
C 2.8469 2.5163 3.4831 0.0 0.0 0.0 -0.362
N 1.8394 3.0885 2.5864 0.0 0.0 0.0 -0.105
H 0.3201 0.4058 3.0929 0.0 0.0 0.0 0.199
H 2.7382 0.3737 3.9759 0.0 0.0 0.0 0.262
H 1.7689 1.4102 5.0408 0.0 0.0 0.0 0.341
H 3.7507 2.2581 2.9280 0.0 0.0 0.0 0.183
H 3.1123 3.2123 4.2748 0.0 0.0 0.0 0.343
H 1.9379 3.9482 2.0760 0.0 0.0 0.0 0.209
```
Positions in Å, forces in eV/Å.

Calculated values
Relative energy (zero: lowest compared OMol25 entry of this formula, charge and spin) in kJ/mol: 0.0
Largest force on an atom in hartree/bohr: 0.003
Calculated total energy in eV: -50975.4594
LUMO in eV: -2.3
HOMO level in Eh: -0.4289
Total charge: +1

***

Entry 5:
A cluster of 2 separate species, C18H24N in total in a non-equilibrium geometry. Source: the Open Molecules 2025 dataset; level of theory: ωB97M-V/def2-TZVPD.

Geometry as XYZ:
```
43
Properties=species:S:1:pos:R:3:forces:R:3:mulliken_charge:R:1
C -5.2297 -1.3131 1.6875 -0.1 -0.3 0.0 -1.394
C -3.7850 -0.9161 1.6499 0.0 0.3 -0.1 1.124
C -3.4252 0.4403 1.6194 0.1 0.1 0.0 -0.785
C -2.0989 0.8181 1.5737 0.1 0.0 -0.2 -0.702
C -1.0373 -0.1428 1.5301 -0.3 0.2 0.0 1.469
C 0.2852 0.3764 1.4360 -0.2 -0.6 1.4 -0.798
C 1.5598 -0.2647 1.5284 0.6 0.1 -0.1 1.336
C 2.7031 0.5963 1.5939 -0.3 -0.1 -0.2 -0.441
C 3.9933 0.0926 1.6510 0.1 -0.2 0.1 -0.785
C 4.2121 -1.2979 1.6770 -0.6 0.4 0.0 -0.290
C 3.1062 -2.1619 1.6413 -0.4 -0.1 0.0 -0.965
C 1.8064 -1.6676 1.5717 0.3 0.1 -0.2 0.042
C -1.4248 -1.5140 1.6125 -0.3 0.0 -0.2 -0.252
C -2.7639 -1.8747 1.6488 0.6 -0.2 0.0 -1.215
H -5.3289 -2.4054 1.6945 -0.1 0.3 0.0 0.363
H -5.7297 -0.9119 2.5817 0.2 -0.1 -0.2 0.346
H -5.7719 -0.9177 0.8157 0.2 -0.1 0.2 0.345
H -4.2189 1.1867 1.6228 0.3 -0.1 0.0 0.424
H -1.8345 1.8777 1.5632 -0.1 -0.3 -0.1 0.368
H 0.3331 1.4687 1.5105 0.0 -0.3 -0.4 0.226
H 2.5290 1.6764 1.5920 0.2 -0.3 -0.1 0.383
H 4.8431 0.7768 1.6719 -0.3 -0.2 0.0 0.400
H 5.2259 -1.7055 1.7279 -0.4 0.2 0.0 0.409
H 3.2552 -3.2446 1.6613 0.0 0.4 0.0 0.408
H 0.9796 -2.3698 1.5339 0.5 0.2 0.0 0.357
H -0.6769 -2.2997 1.6415 -0.5 0.2 -0.1 0.265
H -3.0374 -2.9322 1.6715 0.2 0.3 0.1 0.316
C 0.7905 0.7151 -4.1619 0.1 0.0 -0.3 -1.696
C 0.7458 1.0490 -2.6736 0.0 0.0 0.0 1.679
C 2.0239 1.7793 -2.2879 0.2 0.1 -0.1 -1.463
C -0.4768 1.9257 -2.3901 0.0 0.1 -0.1 -1.427
N 0.7110 -0.2117 -1.9219 0.0 -0.2 0.1 -0.633
H -0.1154 0.1861 -4.4881 0.2 0.1 0.1 0.408
H 0.8743 1.6375 -4.7533 -0.1 -0.2 0.1 0.372
H 1.6604 0.0847 -4.3876 -0.2 0.1 0.1 0.403
H 2.0328 2.0295 -1.2177 0.0 0.0 -0.2 0.243
H 2.8918 1.1415 -2.5050 -0.2 0.2 0.1 0.394
H 2.1108 2.7065 -2.8719 0.1 -0.2 0.3 0.411
H -0.5372 2.1527 -1.3161 0.0 0.1 -0.2 0.259
H -0.4134 2.8680 -2.9571 -0.1 -0.3 0.2 0.377
H -1.3911 1.3931 -2.6891 0.2 0.2 0.1 0.377
H 0.7308 -0.0692 -0.9117 -0.1 0.0 -0.5 0.029
H -0.1073 -0.7583 -2.1765 0.1 0.1 0.2 0.311
```
Positions in Å, forces in eV/Å.

Calculated values
Relative energy (zero: lowest compared OMol25 entry of this formula, charge and spin) in kJ/mol: 6.1
Largest force on an atom in hartree/bohr: 0.031
Calculated total energy in eV: -20538.5538
LUMO in eV: -5.9
HOMO level in Eh: -0.4312
Total charge: +1